--- P ---
# C15H17BrN5O6S2SeTl

C15H17BrN5O6S2SeTl as an isolated structure (wB97M-V/def2-TZVPD, the Open Molecules 2025 dataset).

Structure (XYZ):
```
48
Properties=species:S:1:pos:R:3:lowdin_charge:R:1
Tl 0.8532 -0.3589 0.2019 0.66
Br -1.9013 3.8787 -2.7573 0.66
C -0.0818 3.3105 -2.9317 -0.75
C 0.9115 4.2629 -2.9791 -0.13
C 2.2060 3.7933 -3.1830 -0.06
C 2.4206 2.4401 -3.3377 -0.01
C 1.3429 1.5708 -3.2120 -0.17
N 0.0972 2.0129 -3.0260 0.10
C 1.4934 0.0585 -3.3583 -0.61
O 1.9688 -0.3329 -4.4288 0.01
O 1.0220 -0.6605 -2.4220 -0.12
H 0.6948 5.3126 -2.8500 0.09
H 3.0347 4.4892 -3.2249 0.10
H 3.4074 2.0413 -3.5202 0.12
N -1.3887 0.0601 -0.9685 -0.02
C -2.3294 -1.0227 -1.2489 -0.26
C -1.6637 -2.1746 -2.0059 -0.18
C -0.9155 -3.1649 -1.1111 -0.28
N 0.4044 -2.6627 -0.7375 -0.06
H -1.8214 0.7701 -0.3883 0.03
H -1.0195 0.4921 -1.8116 0.04
H -3.1874 -0.6581 -1.8327 0.11
H -2.7152 -1.3796 -0.2916 0.08
H -0.9435 -1.7498 -2.7087 0.10
H -2.4240 -2.7192 -2.5714 0.10
H -0.8396 -4.1245 -1.6450 0.10
H -1.4805 -3.3399 -0.1937 0.06
H 0.9651 -2.3894 -1.5442 0.06
H 0.9230 -3.3032 -0.1508 0.08
O 4.8389 0.0883 0.4778 -0.35
S 3.4064 -0.0861 0.3684 0.22
O 2.7070 -0.0826 1.7029 -0.44
O 2.7489 0.9945 -0.4403 -0.43
O 3.0095 -1.3863 -0.2674 -0.40
Se -0.8113 -1.7084 2.0018 0.71
C -0.9801 -1.0962 3.7932 -0.65
C -2.2505 -0.9100 4.3386 -0.14
C -2.3669 -0.6660 5.6946 -0.19
N -1.3298 -0.5768 6.5293 0.01
C -0.1179 -0.6969 5.9855 -0.18
C 0.1132 -0.9434 4.6427 -0.10
H -3.1169 -0.9524 3.6934 0.09
H -3.3453 -0.5322 6.1491 0.09
H 0.7107 -0.6015 6.6822 0.09
H 1.1182 -1.0233 4.2486 0.10
S 0.2287 2.1714 0.9651 0.60
C -1.2636 1.8713 1.6286 -0.94
N -2.3330 1.6847 2.0446 0.04
```

Results
HOMO-LUMO gap, eV: 6.88
Charge: -2
M, g mol⁻¹: 790.71

--- Q ---
# C15H17BrN5O6S2SeTl

C15H17BrN5O6S2SeTl as an isolated structure (wB97M-V/def2-TZVPD, the Open Molecules 2025 dataset).

Structure (XYZ):
```
48
Properties=species:S:1:pos:R:3:lowdin_charge:R:1
Tl 0.7218 -0.4517 -1.0074 0.67
Br -3.8388 -0.9987 2.0011 0.67
C -3.6126 -0.3327 0.2047 -0.73
C -4.3266 0.7906 -0.1520 -0.12
C -4.1780 1.2204 -1.4617 -0.05
C -3.3744 0.5023 -2.3220 0.00
C -2.6767 -0.5902 -1.8312 -0.18
N -2.7920 -1.0062 -0.5630 0.10
C -1.7986 -1.4014 -2.7674 -0.61
O -2.3465 -1.8447 -3.7736 0.04
O -0.5825 -1.6030 -2.4320 -0.14
H -4.9351 1.3175 0.5667 0.09
H -4.6720 2.1241 -1.7928 0.11
H -3.2284 0.7935 -3.3509 0.13
N -0.1431 -0.7954 1.2247 -0.04
C 0.4700 -1.6960 2.2016 -0.25
C -0.0457 -3.1265 2.0987 -0.20
C 0.4385 -3.9080 0.8856 -0.28
N 0.0238 -3.2455 -0.3332 -0.04
H 0.0091 0.1872 1.4374 0.03
H -1.1483 -0.9216 1.1618 0.02
H 0.2721 -1.3370 3.2197 0.11
H 1.5527 -1.6590 2.0527 0.08
H -1.1436 -3.1113 2.1063 0.10
H 0.2584 -3.6632 3.0027 0.10
H 0.0838 -4.9480 0.9742 0.10
H 1.5321 -3.9416 0.8905 0.11
H -0.9762 -3.0947 -0.3952 0.07
H 0.3335 -3.6920 -1.1862 0.03
O 0.7824 3.3098 -1.2089 -0.34
S -0.2981 2.3454 -1.2956 0.28
O -1.5750 2.9266 -1.6911 -0.36
O 0.0740 1.2337 -2.3095 -0.45
O -0.4354 1.5618 -0.0111 -0.47
Se 3.0130 0.3132 0.1835 0.69
C 2.8111 2.0913 0.8606 -0.64
C 3.6325 3.0979 0.3626 -0.13
C 3.5568 4.3698 0.9030 -0.18
N 2.7285 4.7199 1.8872 0.03
C 1.9263 3.7558 2.3391 -0.17
C 1.9329 2.4518 1.8756 -0.12
H 4.3072 2.8921 -0.4576 0.10
H 4.1944 5.1582 0.5125 0.09
H 1.2312 4.0411 3.1239 0.09
H 1.2391 1.7361 2.2946 0.09
S 2.5569 -2.4299 -1.8379 0.47
C 3.7862 -1.7701 -2.7699 -0.91
N 4.6598 -1.3715 -3.4207 0.00
```

Results
HOMO-LUMO gap, eV: 6.48
Charge: -2
M, g mol⁻¹: 790.71

Stability summary - winner: Q; margin: 0.0142 hartree.